Entry 1:
Below is a 2-piece molecular cluster, C5H6O2 overall, with properties calculated with the ωB97M-V functional and the def2-TZVPD basis.

Positions of all 13 atoms, in Å:
C 2.26 -0.64 0.01
C 1.12 -0.97 -0.17
C -0.27 -1.38 -0.37
C -1.17 -0.88 0.77
O -2.24 -0.35 0.58
H 3.27 -0.33 0.15
H -0.32 -2.48 -0.41
H -0.67 -1.01 -1.32
H -0.75 -0.95 1.80
C -0.31 2.24 -0.26
O 0.48 3.15 -0.29
H -0.61 1.75 0.68
H -0.79 1.85 -1.18

Calculated values
Structure (SMILES)   C#CCC=O.C=O
Energy relative to the best compared isomer or geometry (same formula, charge and spin)   3.2215 eV
Kohn-Sham gap   10.612 eV
E_LUMO   0.51 eV
Net charge   0


Entry 2:
Below is C3H9N2O3 as an isolated structure at a distorted geometry, with properties calculated with the ωB97M-V functional and the def2-TZVPD basis.

Positions of all 17 atoms, in Å:
O -1.86 2.03 -1.26
C -0.95 1.36 -0.74
N 0.34 1.68 -0.78
C -1.40 0.29 0.23
N -0.47 -0.46 1.08
C -0.02 -1.77 0.62
O 0.62 -1.79 -0.64
H 1.39 0.97 -0.67
H 0.50 2.45 -1.42
H -2.02 -0.44 -0.32
H -2.13 0.65 0.96
H 0.42 0.03 1.19
H -0.89 -2.44 0.52
H 0.70 -2.08 1.36
H 2.47 0.48 0.64
H 1.22 -1.02 -0.60
O 2.09 0.06 -0.15

Calculated values
Energy relative to the best compared isomer or geometry (same formula, charge and spin)   1.5637 eV
Kohn-Sham gap   8.686 eV
E_LUMO   4.08 eV
Net charge   -1


Entry 3:
Below is a 2-piece molecular cluster, C4H7NOSi overall at a distorted geometry, with properties calculated with the ωB97M-V functional and the def2-TZVPD basis.

Positions of all 14 atoms, in Å:
C 0.36 3.40 0.43
C 0.28 2.78 1.61
C 0.82 1.37 0.10
C -1.65 -0.77 -0.90
N 0.65 2.42 -0.55
O 0.54 1.50 1.42
Si 0.28 -1.08 -0.84
H 0.10 4.34 0.02
H 0.05 3.16 2.53
H -1.99 -1.78 -1.20
H -1.94 -0.61 0.15
H -2.06 -0.06 -1.59
H 1.04 -1.67 0.22
H 0.74 -0.98 -2.25

Calculated values
Energy relative to the best compared isomer or geometry (same formula, charge and spin)   4.5752 eV
Kohn-Sham gap   8.638 eV
E_LUMO   -0.16 eV
Net charge   0